A cluster of 12 separate species, C32H93N5O17 in total in a non-equilibrium geometry, computed with wB97M-V/def2-TZVPD.

**Calculated total energy**: -2827.43938 Ha
**Kohn-Sham gap**: 8.933 eV
**LUMO**: 0.0003 hartree
**SMILES**: COC[C@H](C)N.COC[C@H](C)N.COC[C@H](C)N.COC[C@H](C)N.COC[C@H](C)N.OCCO.OCCO.OCCO.OCCO.OCCO.CO.CO
**Energy relative to the best compared isomer or geometry (same formula, charge and spin)**: 88.5 kcal per mole

```
! wB97M-V def2-TZVPD RIJCOSX def2/J DEFGRID3
* xyz 0 1
C 4.14 -4.74 4.07
O 3.19 -5.50 3.31
H 4.04 -3.68 3.84
H 4.06 -4.89 5.15
H 5.13 -5.21 4.01
H 3.46 -5.52 2.39
C -0.15 -1.81 -7.22
O 0.77 -1.58 -6.18
H 0.06 -1.14 -8.05
H -0.01 -2.84 -7.58
H -1.13 -1.58 -6.80
H 1.22 -2.42 -6.09
C -2.40 -7.00 -2.85
C -2.39 -6.95 -1.33
C -3.70 -7.53 -0.81
O -3.67 -7.41 0.67
C -4.90 -7.52 1.27
N -1.27 -7.66 -0.80
H -1.40 -6.76 -3.24
H -3.23 -6.37 -3.15
H -2.70 -8.00 -3.16
H -2.44 -5.92 -0.98
H -3.93 -8.55 -1.11
H -4.50 -6.96 -1.29
H -4.83 -7.30 2.34
H -5.35 -8.49 1.03
H -5.64 -6.79 0.95
H -0.41 -7.20 -1.08
H -1.38 -7.45 0.18
C 0.59 5.56 7.66
C -0.27 5.08 6.52
C -0.59 6.19 5.59
O -1.45 5.70 4.54
C -1.94 6.62 3.54
N 0.44 3.92 5.93
H 0.78 4.86 8.48
H 0.11 6.46 8.05
H 1.54 5.85 7.21
H -1.20 4.77 6.99
H 0.32 6.63 5.18
H -1.10 7.05 6.01
H -2.71 7.29 3.93
H -2.35 5.92 2.82
H -1.05 7.04 3.06
H -0.26 3.46 5.37
H 1.11 4.28 5.26
C -8.18 -3.03 -3.42
C -8.10 -2.47 -1.95
C -8.63 -1.07 -2.06
O -7.74 -0.23 -2.81
C -8.23 1.08 -2.86
N -8.93 -3.22 -1.10
H -9.19 -3.01 -3.82
H -7.78 -4.04 -3.46
H -7.48 -2.47 -4.04
H -7.15 -2.31 -1.44
H -8.87 -0.66 -1.08
H -9.56 -1.06 -2.63
H -9.24 1.10 -3.27
H -7.53 1.77 -3.34
H -8.40 1.53 -1.89
H -8.52 -4.11 -0.85
H -9.78 -3.47 -1.59
C -2.45 -0.24 0.68
C -1.54 -0.08 -0.53
C -0.12 -0.63 -0.22
O 0.76 0.41 -0.54
C 2.08 0.23 -0.12
N -2.09 -0.79 -1.70
H -3.50 -0.17 0.41
H -2.10 0.36 1.52
H -2.30 -1.26 1.05
H -1.46 0.97 -0.83
H -0.03 -1.58 -0.74
H 0.07 -0.93 0.81
H 2.10 0.14 0.96
H 2.68 1.11 -0.35
H 2.48 -0.68 -0.56
H -1.38 -0.72 -2.41
H -3.03 -0.54 -2.01
C 8.28 3.96 5.85
C 7.22 4.92 5.21
C 6.00 4.15 4.84
O 5.05 4.79 3.97
C 5.31 5.03 2.61
N 6.95 5.96 6.15
H 9.24 4.48 5.75
H 8.19 3.06 5.25
H 8.10 3.80 6.91
H 7.58 5.57 4.41
H 5.48 3.98 5.78
H 6.11 3.12 4.52
H 6.05 4.31 2.25
H 5.73 6.03 2.45
H 4.36 5.05 2.08
H 6.01 6.30 6.01
H 7.62 6.72 6.08
C 5.19 -6.50 -2.15
C 4.07 -5.66 -2.71
O 4.31 -4.82 -3.81
O 4.88 -6.96 -0.82
H 6.03 -5.83 -1.95
H 5.45 -7.18 -2.96
H 3.65 -5.18 -1.83
H 3.33 -6.43 -2.95
H 4.06 -5.35 -4.58
H 5.31 -7.80 -0.67
C -3.15 5.22 -6.11
C -2.57 6.14 -4.95
O -2.46 5.54 -3.77
O -2.05 4.45 -6.64
H -3.47 5.81 -6.97
H -3.93 4.59 -5.69
H -3.10 7.07 -4.76
H -1.55 6.49 -5.12
H -1.56 5.23 -3.73
H -1.62 3.92 -5.96
C 3.55 3.45 -5.68
C 2.78 4.33 -4.57
O 1.76 3.57 -3.93
O 3.77 2.19 -5.26
H 4.45 4.04 -5.85
H 3.04 3.39 -6.64
H 2.41 5.24 -5.04
H 3.48 4.69 -3.83
H 2.04 3.00 -3.21
H 2.92 1.77 -5.15
C 8.35 0.84 -3.12
C 8.58 0.66 -4.56
O 7.98 -0.54 -5.14
O 9.22 0.09 -2.33
H 7.37 0.53 -2.78
H 8.51 1.87 -2.79
H 9.61 0.78 -4.88
H 8.16 1.51 -5.09
H 7.08 -0.48 -4.81
H 9.42 -0.78 -2.68
C -5.60 -2.44 6.59
C -5.48 -0.90 6.69
O -6.69 -0.18 6.85
O -6.52 -2.88 7.54
H -4.62 -2.90 6.68
H -5.91 -2.64 5.56
H -4.92 -0.41 5.90
H -4.87 -0.68 7.57
H -7.25 -0.27 6.08
H -6.23 -2.66 8.43
*
```

These are the Mulliken partial charges, in e, on atoms 1 to 99: number 1, C, carries -0.543; number 2, O, carries -0.490; number 3, H, carries 0.238; number 4, H, carries 0.235; number 5, H, carries 0.257; number 6, H, carries 0.301; number 7, C, carries -0.528; number 8, O, carries -0.452; number 9, H, carries 0.206; number 10, H, carries 0.294; number 11, H, carries 0.181; number 12, H, carries 0.301; number 13, C, carries -1.264; number 14, C, carries 0.536; number 15, C, carries -0.867; number 16, O, carries -0.302; number 17, C, carries -0.717; number 18, N, carries -0.779; number 19, H, carries 0.337; number 20, H, carries 0.359; number 21, H, carries 0.328; number 22, H, carries 0.234; number 23, H, carries 0.403; number 24, H, carries 0.370; number 25, H, carries 0.267; number 26, H, carries 0.300; number 27, H, carries 0.243; number 28, H, carries 0.249; number 29, H, carries 0.301; number 30, C, carries -1.373; number 31, C, carries 0.401; number 32, C, carries -0.712; number 33, O, carries -0.286; number 34, C, carries -0.749; number 35, N, carries -0.700; number 36, H, carries 0.333; number 37, H, carries 0.378; number 38, H, carries 0.264; number 39, H, carries 0.306; number 40, H, carries 0.327; number 41, H, carries 0.401; number 42, H, carries 0.256; number 43, H, carries 0.244; number 44, H, carries 0.332; number 45, H, carries 0.329; number 46, H, carries 0.250; number 47, C, carries -1.300; number 48, C, carries 0.212; number 49, C, carries -0.788; number 50, O, carries -0.267; number 51, C, carries -0.783; number 52, N, carries -0.682; number 53, H, carries 0.344; number 54, H, carries 0.391; number 55, H, carries 0.321; number 56, H, carries 0.378; number 57, H, carries 0.460; number 58, H, carries 0.309; number 59, H, carries 0.316; number 60, H, carries 0.258; number 61, H, carries 0.326; number 62, H, carries 0.244; number 63, H, carries 0.260; number 64, C, carries -1.458; number 65, C, carries 0.772; number 66, C, carries -0.954; number 67, O, carries -0.224; number 68, C, carries -0.826; number 69, N, carries -0.682; number 70, H, carries 0.356; number 71, H, carries 0.354; number 72, H, carries 0.355; number 73, H, carries 0.174; number 74, H, carries 0.471; number 75, H, carries 0.394; number 76, H, carries 0.314; number 77, H, carries 0.242; number 78, H, carries 0.341; number 79, H, carries 0.190; number 80, H, carries 0.187; number 81, C, carries -1.370; number 82, C, carries 0.815; number 83, C, carries -1.159; number 84, O, carries -0.318; number 85, C, carries -0.747; number 86, N, carries -0.736; number 87, H, carries 0.336; number 88, H, carries 0.331; number 89, H, carries 0.343; number 90, H, carries 0.339; number 91, H, carries 0.408; number 92, H, carries 0.459; number 93, H, carries 0.346; number 94, H, carries 0.263; number 95, H, carries 0.229; number 96, H, carries 0.223; number 97, H, carries 0.237; number 98, C, carries -0.304; number 99, C, carries -0.392

=====

A cluster of 2 separate species, C5H9N2 in total in a non-equilibrium geometry, computed with wB97M-V/def2-TZVPD.

**Calculated total energy**: -304.98121 Ha
**Kohn-Sham gap**: 8.063 eV
**LUMO**: -0.1852 hartree
**Energy relative to the best compared isomer or geometry (same formula, charge and spin)**: 156.1 kcal per mole

```
! wB97M-V def2-TZVPD RIJCOSX def2/J DEFGRID3
* xyz 1 1
C -3.40 -0.14 0.33
C -2.31 -0.59 0.18
C 0.94 1.53 -0.95
C 1.02 0.33 -0.17
C 1.75 -0.89 0.24
N 0.79 1.40 0.54
N -1.04 -0.96 -0.05
H -4.30 0.32 0.52
H 1.91 1.96 -1.24
H 0.11 1.88 -1.44
H 2.82 -0.83 0.47
H 1.91 -1.60 -0.52
H 1.23 -1.30 1.10
H 0.22 1.81 1.27
H -0.88 -1.23 -0.98
H -0.76 -1.70 0.69
*
```

Charges in e, computed with Mulliken, in the same order as the atoms: number 1, C, carries -0.327; number 2, C, carries -0.159; number 3, C, carries -0.392; number 4, C, carries 0.841; number 5, C, carries -1.239; number 6, N, carries -0.204; number 7, N, carries -0.527; number 8, H, carries 0.453; number 9, H, carries 0.241; number 10, H, carries 0.314; number 11, H, carries 0.374; number 12, H, carries 0.380; number 13, H, carries 0.321; number 14, H, carries 0.314; number 15, H, carries 0.293; number 16, H, carries 0.314

=====

A cluster of 2 separate species, C3H8IN2S in total in a non-equilibrium geometry, computed with wB97M-V/def2-TZVPD.

**Calculated total energy**: -924.10895 Ha
**Kohn-Sham gap**: 7.605 eV
**LUMO**: -0.1967 hartree
**Energy relative to the best compared isomer or geometry (same formula, charge and spin)**: 102.4 kcal per mole

```
! wB97M-V def2-TZVPD RIJCOSX def2/J DEFGRID3
* xyz 1 1
C 1.20 -0.57 -1.05
C 0.84 -0.48 1.67
C 0.12 -0.73 -2.06
N -1.01 -0.88 -1.51
N -1.83 0.94 0.65
S 0.51 0.38 0.34
I -2.80 -1.34 -2.45
H 1.81 -1.56 -0.81
H 2.08 -0.03 -1.64
H 0.44 -0.20 2.64
H 1.18 -1.46 1.75
H 0.36 -0.60 -3.24
H -2.48 0.42 1.30
H -2.33 0.79 -0.26
H -1.85 1.88 0.98
*
```

Charges in e, computed with Mulliken, in the same order as the atoms: number 1, C, carries -0.453; number 2, C, carries -0.326; number 3, C, carries 0.087; number 4, N, carries -0.607; number 5, N, carries -0.729; number 6, S, carries 0.319; number 7, I, carries 0.210; number 8, H, carries 0.373; number 9, H, carries 0.364; number 10, H, carries 0.295; number 11, H, carries 0.329; number 12, H, carries 0.323; number 13, H, carries 0.279; number 14, H, carries 0.246; number 15, H, carries 0.290